Molecular formula: C23H56AlBr4ClF2N6O11PS2
Method: DFT, wB97M-V/def2-TZVPD

Its frontier orbital gap is 0.065 Eh. The charge is +1.

Each line ends with the Löwdin charge.
Geometry (Å):
C: -1.55999 4.80779 -1.08837  -0.13
C: -1.08793 3.38611 -0.85132  -0.70
Br: -0.30501 2.73268 -2.55740  0.71
C: -2.17898 2.37999 -0.51194  -0.30
S: -3.13774 2.73020 0.95473  0.44
O: -3.53180 4.14391 1.03107  -0.43
O: -4.32803 1.92959 0.80394  -0.31
N: -2.40701 2.22000 2.30618  -0.35
S: -0.96352 2.96119 2.71799  0.46
O: -0.95662 4.33800 2.24945  -0.34
O: -0.91071 2.86852 4.15063  -0.31
C: 0.36763 1.95168 2.12297  -0.23
C: 1.77014 2.54129 2.32544  -0.19
C: 2.14236 3.83989 1.56256  -0.18
C: 3.34849 3.65026 0.62400  -0.28
C: 2.96465 3.10430 -0.73226  -0.31
N: 2.74315 1.64675 -0.70046  0.02
H: -1.67035 5.30105 -0.12437  0.09
H: -2.51230 4.81829 -1.62209  0.05
H: -0.80180 5.36935 -1.63000  0.08
H: -0.26249 3.39726 -0.14916  0.05
H: -1.73902 1.39338 -0.36511  0.11
H: -2.88413 2.32934 -1.34010  0.09
H: 0.27077 1.06865 2.75954  0.12
H: 0.17341 1.60573 1.10425  0.08
H: 2.45556 1.76747 1.97462  0.10
H: 1.99203 2.67791 3.37562  0.11
H: 1.30352 4.21781 0.96429  0.08
H: 2.39447 4.61765 2.27889  0.11
H: 4.10376 3.03987 1.11970  -0.01
H: 3.78281 4.63925 0.47254  0.10
H: 3.75948 3.30142 -1.46527  0.10
H: 2.09218 3.67141 -1.09157  0.05
H: 1.88207 1.44054 -0.20548  0.04
H: 2.57306 1.29036 -1.63213  0.01
C: 4.74952 1.11561 5.95620  -0.07
C: 4.24293 0.67303 4.61052  -0.35
O: 5.00581 1.40703 3.68725  -0.05
C: 6.22805 1.63716 4.30498  -0.65
O: 7.24651 1.94247 3.81238  0.07
O: 6.10792 1.37611 5.64997  0.06
F: 2.93438 1.02609 4.39615  0.03
H: 4.24929 2.02675 6.29173  0.14
H: 4.66703 0.35087 6.72458  0.14
H: 4.36467 -0.39449 4.41428  0.12
Br: 4.51675 -1.34320 1.73966  0.65
C: 6.39150 -0.89075 2.04303  -0.65
C: 7.30627 -1.79071 1.26647  -0.66
Br: 7.45817 -3.54467 2.10772  0.58
H: 6.56387 -0.94652 3.11328  0.06
H: 6.48814 0.14527 1.72024  0.07
H: 8.31752 -1.39215 1.25963  0.07
H: 6.98283 -1.95695 0.24695  0.02
O: 2.36118 1.76871 -4.28474  0.29
H: 3.34123 1.74286 -4.36575  0.21
H: 1.92840 1.09141 -4.84304  0.20
H: 2.00218 2.66799 -4.44567  0.16
N: -4.48623 4.65118 -3.52336  0.33
H: -3.55948 4.21990 -3.60244  0.14
H: -4.39539 5.66811 -3.59334  0.17
H: -5.09069 4.30936 -4.27469  0.17
H: -4.89886 4.40934 -2.61598  0.16
Cl: 5.75778 3.74353 2.51203  -0.13
F: 3.30684 -3.97266 3.60648  -0.70
Al: -3.38599 3.97640 3.33929  0.84
O: 8.21862 -2.87976 -1.58268  0.12
C: 7.54937 -3.59450 -2.26445  -0.48
O: 7.74696 -3.73112 -3.59997  0.02
C: 6.73490 -4.57615 -4.16788  -0.16
C: 6.20490 -5.40823 -3.00526  -0.15
C: 6.36837 -4.44468 -1.83164  -0.08
H: 5.96112 -3.93969 -4.60671  0.12
H: 7.18461 -5.17377 -4.95680  0.12
H: 5.18728 -5.76069 -3.15950  0.11
H: 6.84311 -6.27938 -2.85562  0.12
H: 5.50266 -3.79142 -1.70325  0.13
H: 6.58791 -4.94262 -0.89102  0.11
Br: 4.65954 -5.04964 3.23770  0.66
O: -4.70336 -3.90686 -1.37797  -0.28
P: -5.97357 -3.30781 -0.93228  0.56
N: -7.00801 -3.30662 -2.25744  -0.30
C: -7.94389 -2.25974 -2.60190  -0.12
C: -7.11178 -4.52716 -3.04260  -0.12
N: -5.53376 -1.69628 -0.47829  -0.30
C: -5.61303 -0.61656 -1.43802  -0.14
C: -4.26671 -1.66262 0.23423  -0.14
N: -7.02466 -3.52135 0.32034  -0.31
C: -7.65266 -4.83747 0.45009  -0.10
C: -7.26698 -2.60206 1.43000  -0.09
H: -8.52538 -1.91442 -1.73896  0.09
H: -8.66058 -2.63918 -3.33061  0.08
H: -7.45361 -1.39874 -3.05826  0.05
H: -8.02720 -5.08070 -2.80355  0.08
H: -6.26001 -5.17496 -2.84252  0.07
H: -7.10973 -4.30988 -4.11390  0.08
H: -5.10579 -0.84706 -2.39068  0.09
H: -5.15756 0.27887 -1.00729  0.05
H: -6.64749 -0.35107 -1.64550  0.05
H: -3.40850 -1.73842 -0.44800  0.08
H: -4.19084 -2.48643 0.94401  0.08
H: -4.18882 -0.72877 0.79608  0.07
H: -8.72492 -4.78116 0.24160  0.09
H: -7.51276 -5.24686 1.45141  0.09
H: -7.21253 -5.54816 -0.25174  0.08
H: -7.74436 -1.68652 1.08495  0.08
H: -6.36286 -2.33562 1.97626  0.07
H: -7.94224 -3.09069 2.13248  0.08

=====

Molecular formula: C23H12Cl5I2N3O2Pb
Method: DFT, wB97M-V/def2-TZVPD

Its frontier orbital gap (alpha / beta) is 0.281 / 0.213 Eh. The charge is +2.

Each line ends with the Löwdin charge.
Geometry (Å):
Pb: 0.22703 -0.34316 -0.27908  1.13
O: 1.41965 7.75200 0.77642  0.20
C: 2.10846 7.36209 1.62743  -0.42
O: 2.78413 6.98264 2.49384  0.20
C: 0.98662 4.54678 1.22019  0.12
C: 1.57024 3.58454 1.97670  0.03
C: 1.19237 2.27164 1.63227  -0.23
N: 0.34639 2.07016 0.62830  0.03
C: -0.21835 3.04272 -0.06969  -0.19
C: 0.09080 4.38965 0.21660  0.04
C: -1.21272 2.66575 -1.10965  -0.21
C: -1.80630 3.59039 -1.95774  0.03
C: -2.78362 3.15693 -2.84326  0.00
C: -3.14396 1.82074 -2.86204  -0.01
C: -2.47966 0.95428 -2.00920  -0.14
N: -1.54160 1.37007 -1.16186  -0.02
C: 1.66822 1.08303 2.38482  -0.23
C: 2.53515 1.17640 3.46342  0.03
C: 2.85341 0.03063 4.18093  0.00
C: 2.30049 -1.17955 3.80212  0.00
C: 1.47903 -1.20263 2.68817  -0.10
N: 1.17485 -0.10519 1.99550  -0.03
H: 2.26138 3.78826 2.78155  0.12
H: -0.36772 5.20442 -0.32418  0.12
H: -1.52542 4.63253 -1.94765  0.12
H: -3.26071 3.86509 -3.50728  0.13
H: -3.91588 1.45396 -3.52354  0.13
H: -2.70879 -0.10594 -1.99695  0.10
H: 2.96536 2.12215 3.75491  0.12
H: 3.52225 0.09489 5.02850  0.13
H: 2.50173 -2.08893 4.34979  0.13
H: 1.05389 -2.13333 2.32973  0.11
Cl: -2.08046 -2.20986 0.11190  0.70
C: -0.74682 -3.31760 -0.02255  -0.71
C: 0.51195 -2.76880 -0.18197  -0.34
C: 1.61070 -3.59970 -0.25080  -0.71
Cl: 3.19104 -2.93934 -0.42216  0.69
C: 1.44842 -4.98680 -0.16892  -0.69
Cl: 2.81097 -6.01183 -0.25204  0.76
C: 0.16618 -5.52728 -0.02157  -0.68
Cl: -0.03880 -7.21655 0.06712  0.77
C: -0.95046 -4.68704 0.05978  -0.70
Cl: -2.52217 -5.32374 0.26122  0.76
I: 0.90765 -0.48806 -3.50255  0.86
C: 2.96337 -0.17684 -2.98518  -1.03
I: 3.18264 0.64077 -1.02116  0.90
H: 3.38903 0.52937 -3.68714  -0.02
H: 3.47437 -1.13160 -3.01194  -0.03

=====

Molecular formula: C13H14N2O5S2
Method: DFT, wB97M-V/def2-TZVPD

Its frontier orbital gap is 0.313 Eh. The structure (SMILES) is COc1ccc(NS(=O)(=O)c2csc(C(N)=O)c2)cc1OC. The charge is 0.

Each line ends with the Löwdin charge.
Geometry (Å):
C: 2.99225 0.32509 -1.32305  -0.06
O: 3.12388 0.29166 0.09184  -0.11
C: 1.93911 0.07784 0.76195  -0.22
C: 1.43290 1.10457 1.55044  0.02
C: 0.23169 0.97704 2.21877  -0.04
C: -0.50149 -0.19649 2.08783  -0.33
N: -1.76850 -0.28516 2.68704  -0.05
S: -2.91378 0.82275 2.15287  0.66
O: -4.18604 0.29811 2.54344  -0.28
O: -2.53690 2.13596 2.55719  -0.26
C: -2.74571 0.66872 0.38182  -0.36
C: -3.53136 -0.16862 -0.34566  -0.36
S: -3.02226 -0.25668 -1.97555  1.09
C: -1.71160 0.84382 -1.67363  -0.41
C: -0.71352 1.23936 -2.68774  -0.56
N: -0.96192 0.82446 -3.94971  0.16
O: 0.26889 1.88649 -2.38994  0.06
C: -1.70637 1.25003 -0.36755  -0.07
C: 0.01350 -1.24698 1.34151  0.06
C: 1.23691 -1.13397 0.69182  -0.21
O: 1.65463 -2.21691 -0.04537  -0.10
C: 2.95246 -2.70615 0.25367  -0.06
H: 3.98639 0.54686 -1.70638  0.09
H: 2.64967 -0.63471 -1.72071  0.09
H: 2.29199 1.10752 -1.62852  0.07
H: 2.00108 2.01947 1.61138  0.13
H: -0.17035 1.78505 2.80695  0.11
H: -2.16467 -1.21377 2.69330  0.12
H: -4.38177 -0.72187 -0.00079  0.08
H: -1.77858 0.29355 -4.19404  0.07
H: -0.30378 1.07031 -4.67008  0.12
H: -0.98927 1.94206 0.03115  0.13
H: -0.52764 -2.17775 1.25039  0.13
H: 2.97047 -3.14660 1.25606  0.10
H: 3.71368 -1.92662 0.19536  0.09
H: 3.15605 -3.47845 -0.48607  0.09

=====

Molecular formula: C13H8N3O10SSe4Ta
Method: DFT, wB97M-V/def2-TZVPD

Its frontier orbital gap is 0.263 Eh. The charge is 0.

Each line ends with the Löwdin charge.
Geometry (Å):
Ta: 0.07530 2.62773 -0.86789  1.16
O: 3.66377 2.12064 -1.26043  0.13
C: 2.69841 1.41479 -1.15786  -0.53
O: 1.50168 1.59921 -1.76597  -0.22
C: 2.55803 0.27784 -0.18245  -0.04
C: 3.45214 -0.76185 -0.08246  0.10
C: 3.23057 -1.73869 0.87535  -0.11
C: 2.15720 -1.68676 1.73473  0.09
C: 1.28213 -0.61902 1.64207  -0.05
C: 1.45017 0.38886 0.68496  -0.23
O: 0.61186 1.40826 0.58610  -0.31
N: 0.12992 -0.62926 2.55572  -0.33
O: -0.44981 0.40512 2.78706  0.11
O: -0.16099 -1.71030 3.04628  0.06
N: 4.16903 -2.86803 0.98266  -0.35
O: 3.93862 -3.70625 1.82846  0.09
O: 5.10638 -2.88231 0.21317  0.09
H: 4.31113 -0.82372 -0.73573  0.15
H: 2.00053 -2.46297 2.46747  0.14
Se: 1.59054 4.58881 -0.78378  0.20
Se: -0.13019 6.07336 -0.08221  0.07
Se: -1.90308 4.69158 -0.78053  0.08
Se: -1.86818 3.00489 0.82049  0.21
N: -2.94408 -2.20225 1.71531  0.13
C: -2.66290 -1.45385 0.59651  -0.30
C: -3.62397 -0.57874 0.06714  -0.02
C: -3.35936 0.14792 -1.07216  -0.07
C: -2.12862 0.01366 -1.70674  -0.32
C: -1.16992 -0.86557 -1.21306  -0.06
C: -1.43659 -1.59363 -0.07120  -0.03
S: -1.77339 1.01388 -3.09521  0.58
O: -0.82479 0.37362 -3.94272  -0.25
O: -2.98087 1.56358 -3.61531  -0.25
O: -1.01085 2.23180 -2.38784  -0.57
H: -3.71920 -1.89696 2.28437  0.10
H: -2.16224 -2.52599 2.26765  0.08
H: -4.58113 -0.47684 0.56326  0.12
H: -4.09851 0.82356 -1.48089  0.12
H: -0.22961 -0.98277 -1.73871  0.12
H: -0.70915 -2.30337 0.30438  0.12

=====

Molecular formula: C19H53N5O9
Method: DFT, wB97M-V/def2-TZVPD

Its frontier orbital gap is 0.308 Eh. The structure (SMILES) is COCCNCCOC.COCCNCCOC.COCCNCCOC.NC(N)=O.O.O. The charge is 0.

Each line ends with the Löwdin charge.
Geometry (Å):
C: 1.28068 4.17119 -5.58749  -0.11
O: 0.68653 3.43999 -4.46973  -0.18
C: 1.62955 3.59266 -3.35029  -0.21
C: 1.17821 2.79639 -2.13959  -0.25
N: 1.93160 2.83014 -0.92985  -0.06
C: 2.03340 4.19696 -0.36133  -0.19
C: 2.76308 4.47275 0.94266  -0.22
O: 1.91766 3.96659 1.98212  -0.17
C: 2.71935 3.95244 3.13780  -0.15
H: 2.36301 4.07210 -5.67024  0.08
H: 1.08244 5.22694 -5.40255  0.08
H: 0.88894 4.07311 -6.59992  0.08
H: 1.73207 4.62348 -3.01118  0.10
H: 2.59083 3.20964 -3.69282  0.12
H: 1.10170 1.76705 -2.48989  0.13
H: 0.18935 3.16055 -1.86091  0.12
H: 1.30397 2.41134 -0.25843  0.10
H: 0.99408 4.32875 -0.06041  0.12
H: 2.35770 4.92999 -1.09998  0.11
H: 2.89351 5.55389 0.98969  0.12
H: 3.74973 4.00952 0.94882  0.12
H: 2.10368 3.57290 3.95328  0.09
H: 3.07167 4.92230 3.48901  0.08
H: 3.68535 3.44822 3.11067  0.09
C: 6.14733 -2.30640 2.15331  -0.18
O: 6.07686 -3.59417 2.56503  -0.16
C: 7.24411 -4.21326 2.08487  -0.22
C: 7.27794 -5.60666 2.81031  -0.17
N: 6.80138 -6.74702 1.95215  -0.06
C: 7.71662 -7.04413 0.72414  -0.16
C: 9.09439 -7.66408 1.10929  -0.19
O: 9.69070 -7.93740 -0.19575  -0.20
C: 9.57174 -9.26950 -0.69309  -0.11
H: 6.33191 -2.12422 1.09462  0.09
H: 6.91389 -1.69832 2.63365  0.09
H: 5.17533 -1.92782 2.46954  0.09
H: 8.12969 -3.70125 2.46129  0.12
H: 7.31696 -4.30664 1.00132  0.11
H: 6.72973 -5.51199 3.74765  0.12
H: 8.29700 -5.93896 3.00832  0.09
H: 5.86544 -6.45563 1.70881  0.08
H: 7.84389 -6.13469 0.13693  0.09
H: 7.26347 -7.79193 0.07333  0.11
H: 8.97845 -8.45106 1.85449  0.12
H: 9.59518 -6.81114 1.56734  0.10
H: 10.49768 -9.67525 -1.10065  0.08
H: 8.73057 -9.39596 -1.37466  0.08
H: 9.45925 -9.96985 0.13453  0.08
C: -10.06089 2.00389 -4.23284  -0.10
O: -9.06636 1.61066 -3.27062  -0.22
C: -8.71631 2.65712 -2.33505  -0.17
C: -7.78548 1.94202 -1.29879  -0.23
N: -6.81434 1.08356 -1.90499  -0.09
C: -5.85664 0.18369 -1.12263  -0.12
C: -6.72156 -0.65481 -0.13733  -0.21
O: -7.50023 -1.78563 -0.65231  -0.19
C: -8.86885 -1.41377 -1.00328  -0.10
H: -11.03837 2.35528 -3.90244  0.08
H: -10.21156 1.10125 -4.82498  0.09
H: -9.74171 2.81039 -4.89298  0.08
H: -9.51362 3.20959 -1.83790  0.12
H: -8.15530 3.38655 -2.91927  0.12
H: -8.33404 1.27060 -0.63821  0.08
H: -7.24736 2.67635 -0.69939  0.12
H: -7.25419 0.50248 -2.60426  0.08
H: -5.21892 0.85030 -0.54208  0.11
H: -5.29690 -0.50870 -1.75143  0.12
H: -7.36957 -0.03274 0.48011  0.10
H: -5.98924 -1.20703 0.45161  0.11
H: -8.91933 -0.66165 -1.79060  0.06
H: -9.44971 -1.13444 -0.12426  0.08
H: -9.49766 -2.24900 -1.31161  0.08
N: -5.58130 3.87532 4.20621  0.17
C: -4.88902 4.66157 3.49744  -0.81
N: -5.64840 5.71868 3.18875  0.13
O: -3.75250 4.52655 3.11729  0.05
H: -5.44078 2.87541 4.18305  0.13
H: -6.50294 4.22428 4.42739  0.11
H: -5.13895 6.33570 2.57244  0.11
H: -6.21465 6.07733 3.94429  0.10
O: 2.00901 -3.03163 0.44563  -0.05
H: 2.54875 -2.84295 1.21329  0.02
H: 1.26214 -2.43833 0.52568  0.03
O: -0.22845 0.84611 2.53554  -0.05
H: 0.32654 1.53454 2.90199  0.02
H: -1.11852 1.19026 2.61015  0.03

=====

Molecular formula: C4H12
Method: DFT, wB97M-V/def2-TZVPD

Its frontier orbital gap is 0.475 Eh. The structure (SMILES) is CC.CC. The charge is 0.

Each line ends with the Löwdin charge.
Geometry (Å):
C: 0.85493 -2.12065 -1.34403  -0.18
C: 1.34615 -0.86152 -2.06916  -0.16
H: -0.03893 -2.53805 -1.79926  0.06
H: 1.57881 -2.93211 -1.30363  0.06
H: 0.60604 -1.95112 -0.29558  0.05
H: 0.78517 -0.01416 -1.68249  0.05
H: 1.13053 -0.94931 -3.13333  0.06
H: 2.40778 -0.79896 -1.98124  0.05
C: -0.34647 1.68515 1.76557  -0.17
C: -1.84091 1.34897 1.61546  -0.16
H: 0.10531 1.03166 2.51202  0.06
H: 0.21964 1.63364 0.84013  0.05
H: -0.20814 2.69200 2.16675  0.06
H: -2.39213 2.24191 1.34489  0.06
H: -2.22628 0.92748 2.53578  0.06
H: -1.98147 0.60506 0.82810  0.06

=====

Molecular formula: C18H17N3OS2
Method: DFT, wB97M-V/def2-TZVPD

Its frontier orbital gap is 0.285 Eh. The structure (SMILES) is O=C1N=C(N2CCN(c3ccccc3)CC2)S/C1=C/c1cccs1. The charge is 0.

Each line ends with the Löwdin charge.
Geometry (Å):
O: 3.77560 1.06344 0.11748  -0.04
C: 2.73057 0.72314 -0.40007  -0.51
N: 1.57020 1.43632 -0.33153  0.13
C: 0.57770 0.89295 -0.94404  -0.56
N: -0.63847 1.41352 -1.02016  -0.09
C: -0.95736 2.64682 -0.33679  -0.11
C: -2.00760 2.38189 0.75360  -0.13
N: -3.00550 1.43056 0.29412  -0.10
C: -3.41120 0.40941 1.14088  -0.23
C: -3.76922 -0.86070 0.68193  -0.03
C: -4.21116 -1.83127 1.56136  -0.09
C: -4.30128 -1.57279 2.91719  -0.11
C: -3.95183 -0.31712 3.38422  -0.09
C: -3.51931 0.66240 2.51320  -0.03
C: -3.05380 1.29359 -1.13657  -0.14
C: -1.73158 0.73493 -1.68371  -0.15
S: 0.91997 -0.65880 -1.75480  1.06
C: 2.57412 -0.53001 -1.18499  -0.43
C: 3.49823 -1.47574 -1.46782  -0.11
C: 4.86809 -1.55120 -1.10977  -0.48
C: 5.68528 -2.60255 -1.49159  -0.13
C: 6.99823 -2.48067 -1.03392  -0.19
C: 7.17856 -1.33876 -0.30546  -0.39
S: 5.75946 -0.39350 -0.16303  1.12
H: -1.32660 3.37186 -1.06895  0.13
H: -0.03880 3.02985 0.10689  0.12
H: -1.50478 1.97312 1.63407  0.12
H: -2.47866 3.33438 1.03231  0.13
H: -3.69760 -1.11375 -0.36462  0.09
H: -4.47763 -2.80574 1.17814  0.10
H: -4.64112 -2.33674 3.59926  0.10
H: -4.02464 -0.09263 4.43840  0.10
H: -3.28291 1.64199 2.89863  0.10
H: -3.24554 2.28266 -1.56605  0.13
H: -3.88365 0.64902 -1.42280  0.12
H: -1.65714 -0.33756 -1.47577  0.09
H: -1.66841 0.87830 -2.76978  0.13
H: 3.16216 -2.31905 -2.06268  0.11
H: 5.32864 -3.42703 -2.08409  0.11
H: 7.77307 -3.20010 -1.23169  0.10
H: 8.08591 -1.00440 0.15901  0.06

=====

The evaluated electronic energy for the records listed, in turn: -14401.75683 -4287.01446 -1785.84880 -11477.82449 -1706.37511 -159.57747 -1731.98952 a.u..